20
Properties=species:S:1:pos:R:3:forces:R:3 method="wB97M-V/def2-TZVPD" e_lumo_ev="0.536 / -2.219" spin_multiplicity=3 orbital_gap_ev="6.2893 / 7.5512" e_above_lowest_kcal_mol=0.0 fmax_ev_per_a=7.40 total_energy_ev=-30232.799
C -0.202451 -0.079034 1.154642 0.94 0.38 0.00
C 0.634557 -0.174187 2.371860 0.08 0.59 0.99
C -1.609720 0.072619 1.387862 -1.88 1.58 -0.87
C 1.069845 -0.000609 -1.037804 5.96 1.56 -2.84
C -3.628726 0.035892 0.102018 0.74 1.32 -0.34
C 3.690025 0.100525 -2.076395 2.87 -2.98 1.02
N 0.094369 -0.140977 -0.177487 -6.90 -2.42 1.18
O -2.258518 0.089849 2.400473 0.58 -0.61 -0.03
O 1.504097 -0.912690 2.703341 -0.49 0.55 -0.71
O -2.231200 0.343280 0.133437 0.44 0.12 1.29
F 0.187532 0.813575 3.267536 0.63 -1.10 -0.96
F 0.739527 -0.066746 -2.362016 -0.22 -0.17 0.98
S 2.785787 0.016565 -0.569183 -1.02 -0.65 1.09
H -4.034195 0.056163 1.056399 -0.53 0.29 2.13
H -3.547527 -1.004828 -0.098886 -1.47 -0.79 -1.57
H -4.156095 0.883475 -0.407121 0.45 -1.60 -0.57
H 4.820035 -0.261938 -1.991473 -2.51 0.34 0.50
H 3.810604 1.052505 -2.354710 0.03 3.70 -1.35
H 3.255290 -0.490545 -2.820684 -0.71 -0.79 -1.18
H -0.923236 -0.332894 -0.681810 3.02 0.69 1.25